No. 1
A single C5H6O molecule. Source: the Open Molecules 2025 dataset; level of theory: ωB97M-V/def2-TZVPD.

The molar mass is 82.10 g mol⁻¹. As for the orbital gap (spin up / spin down): 7.6 / 7.6 eV. The total energy is -269.15274 hartree. For the LUMO energy (spin up / spin down), the calculation gives -0.1 / -0.1 eV. Its relative energy (zero: lowest compared OMol25 entry of this formula, charge and spin) is 121.4 kcal/mol.

Positions of all 12 atoms, in Å:
1 O -0.203 1.089 1.393
2 C -0.793 -0.566 0.604
3 C -0.215 0.707 -1.016
4 C 0.459 0.568 0.383
5 C 1.490 -0.335 0.569
6 C -1.247 -0.328 -0.619
7 H 1.842 -0.535 1.576
8 H 0.433 0.408 -1.846
9 H -0.947 -1.125 1.513
10 H -2.126 -0.715 -1.120
11 H -0.606 1.715 -1.173
12 H 1.914 -0.884 -0.265

Atoms 1-6, force components in eV/Å:
O 0.07 0.14 -0.01
C -0.49 -0.57 -0.14
C 0.05 0.12 -0.14
C 0.43 0.10 -0.03
C -0.04 0.04 0.02
C 0.00 -0.05 0.16

Löwdin population analysis, charges in e, atoms 1 to 8: -0.034 0.037 -0.081 -0.586 0.114 -0.088 0.087 0.112

---

No. 2
2 unconnected molecules or ions with the total composition C2H5O3P. Source: the Open Molecules 2025 dataset; level of theory: ωB97M-V/def2-TZVPD.

The molar mass is 108.03 g mol⁻¹. As for the orbital gap: 8.6 eV. The total energy is -646.17319 hartree. For the LUMO energy, the calculation gives 0.2 eV. Its relative energy (zero: lowest compared OMol25 entry of this formula, charge and spin) is 93.5 kcal/mol.

Positions of all 11 atoms, in Å:
1 P 1.693 1.906 -1.335
2 O 0.760 0.625 -1.455
3 O 0.299 1.019 1.138
4 O -0.795 -0.785 0.100
5 C -1.524 -1.405 1.168
6 C -0.008 0.212 0.308
7 H -2.396 -2.052 0.763
8 H 2.979 1.124 -1.281
9 H -0.822 -2.064 1.574
10 H 1.663 2.083 -2.769
11 H -1.848 -0.663 1.786

Atoms 1-6, force components in eV/Å:
P 1.72 -0.07 -0.37
O -3.00 -2.52 3.37
O -0.91 -2.56 -1.50
O 0.88 0.86 -1.54
C -1.00 -2.16 -2.17
C 1.26 2.94 -1.56

Löwdin population analysis, charges in e, atoms 1 to 8: 0.657 -0.594 0.122 0.019 0.020 -0.332 0.144 -0.092

---

No. 3
A single C3H8N2O molecule. Source: the Open Molecules 2025 dataset; level of theory: ωB97M-V/def2-TZVPD.

The molar mass is 88.11 g mol⁻¹. As for the orbital gap: 8.9 eV. Its SMILES is CN(C)NC=O. The total energy is -303.75524 hartree. For the LUMO energy, the calculation gives 1.0 eV. Its relative energy (zero: lowest compared OMol25 entry of this formula, charge and spin) is 85.9 kcal/mol.

Positions of all 14 atoms, in Å:
1 O 2.213 -0.007 -0.782
2 N 0.604 0.025 1.079
3 N -0.546 0.066 0.375
4 C 2.042 0.123 0.414
5 C -1.085 -1.267 -0.220
6 C -0.629 1.233 -0.476
7 H 2.689 0.475 1.112
8 H 0.583 -0.584 1.867
9 H -2.082 -1.514 0.142
10 H 0.033 1.915 0.052
11 H -1.678 1.580 -0.649
12 H -1.354 -1.093 -1.286
13 H -0.389 -2.125 -0.038
14 H -0.401 1.173 -1.591

Atoms 1-6, force components in eV/Å:
O -0.08 0.46 1.97
N 4.60 0.59 -0.84
N -2.10 -2.33 -1.96
C -5.87 -1.86 -3.11
C 0.40 1.37 -0.32
C -0.93 0.17 -1.42

Löwdin population analysis, charges in e, atoms 1 to 8: 0.036 -0.041 -0.288 -0.189 -0.033 -0.119 0.075 0.099

---

No. 4
A molecular structure, C27H43BN13OPd. Source: the Open Molecules 2025 dataset; level of theory: ωB97M-V/def2-TZVPD.

The molar mass is 682.96 g mol⁻¹. The spin multiplicity is 6. As for the orbital gap (spin up / spin down): 7.5 / 3.7 eV. The total energy is -1992.98490 hartree. The net charge is +4. For the LUMO energy (spin up / spin down), the calculation gives -11.1 / -14.8 eV.

Positions of all 86 atoms, in Å:
1 Pd -0.233 -0.218 -0.527
2 O -1.222 -2.426 -0.677
3 N 0.795 -3.015 0.128
4 N -3.695 -0.381 -0.822
5 N 0.636 0.919 2.265
6 N 2.372 2.815 2.320
7 N -0.240 0.064 1.678
8 N 2.796 -3.695 0.965
9 N 1.770 3.386 3.294
10 N 2.490 0.870 0.602
11 N 1.957 0.160 -0.416
12 N -0.902 -0.313 -2.809
13 N -0.890 -4.677 -0.408
14 N 0.795 2.708 0.408
15 N -0.149 2.304 -0.492
16 C -2.249 -4.956 -0.912
17 C 3.844 4.387 2.999
18 C 2.760 -1.493 -2.118
19 C 2.649 4.377 3.778
20 C -4.569 -1.368 -0.199
21 C 2.949 -0.539 -0.984
22 C 3.808 0.617 0.679
23 C -0.268 -0.300 3.880
24 C -2.332 0.052 -3.039
25 C -0.427 -3.295 -0.317
26 C 1.179 -5.385 0.456
27 C -1.490 3.595 -2.295
28 C -3.891 0.975 -0.351
29 C -0.799 -0.665 2.645
30 C 3.660 3.421 2.093
31 C -0.686 -1.612 -3.483
32 C 0.636 0.689 3.598
33 C 4.149 -0.268 -0.318
34 C 0.246 4.508 -0.750
35 C -0.106 -5.659 -0.043
36 C -0.488 3.407 -1.187
37 C 1.038 4.032 0.244
38 C 2.261 5.235 4.883
39 C -1.836 -1.719 2.401
40 C 1.600 -3.985 0.521
41 C -3.462 -0.633 -2.253
42 C -0.035 0.719 -3.434
43 B 1.556 1.816 1.406
44 H 5.129 -0.655 -0.554
45 H 1.711 6.108 4.487
46 H -0.973 3.877 -3.213
47 H -2.430 -4.364 -1.804
48 H 3.439 -4.415 1.276
49 H 1.765 4.577 0.826
50 H 3.123 5.652 5.398
51 H -3.988 0.983 0.731
52 H 3.474 -2.311 -2.040
53 H -2.338 -6.013 -1.147
54 H 1.563 4.741 5.558
55 H 0.185 5.516 -1.131
56 H -1.978 -1.902 1.338
57 H 1.836 -6.197 0.759
58 H -2.564 -0.205 -4.077
59 H -0.528 -0.703 4.847
60 H -1.360 -2.369 -3.084
61 H 1.267 1.230 4.279
62 H -4.832 1.350 -0.782
63 H 0.340 -1.943 -3.361
64 H 1.755 -1.901 -2.116
65 H 4.297 3.119 1.274
66 H 3.112 -2.725 0.983
67 H -3.391 -1.714 -2.361
68 H -0.133 1.664 -2.915
69 H -2.417 1.123 -2.959
70 H -4.763 -1.118 0.840
71 H -1.553 -2.647 2.900
72 H -2.126 4.443 -2.045
73 H -5.523 -1.372 -0.745
74 H 4.434 1.048 1.446
75 H 2.953 -1.010 -3.079
76 H -2.979 -4.690 -0.146
77 H -2.791 -1.426 2.843
78 H -4.137 -2.366 -0.284
79 H -3.077 1.623 -0.647
80 H -2.133 2.762 -2.514
81 H -4.395 -0.325 -2.743
82 H -0.297 0.860 -4.488
83 H 0.999 0.397 -3.384
84 H -0.875 -1.514 -4.557
85 H -0.484 -6.671 -0.148
86 H 4.708 5.026 3.132

Atoms 1-6, force components in eV/Å:
Pd 0.27 1.77 0.13
O 0.17 -0.58 0.11
N -0.31 -0.05 -0.05
N -1.36 0.26 -0.56
N 0.14 0.13 0.38
N 0.47 -0.19 -0.35

Löwdin population analysis, charges in e, atoms 1 to 8: 1.103 -0.038 0.201 -0.072 0.020 0.039 0.006 0.288